# C49H39GeNP2S6SbTc

A structure of composition C49H39GeNP2S6SbTc (the ωB97M-V functional and the def2-TZVPD basis, the OMol25 dataset).

Last column: Löwdin charge in e.
Geometry (Å):
Tc 1.289 0.978 -0.005  0.603
S 1.627 2.326 -2.030  0.340
P -0.218 1.347 -2.549  0.674
C -0.255 0.369 -1.173  -0.723
P -0.570 -1.291 -0.968  0.625
S 0.321 -1.547 0.900  0.504
C 0.307 -2.390 -2.100  -0.333
C 1.659 -2.673 -1.903  -0.085
C 2.346 -3.444 -2.828  -0.051
C 1.689 -3.936 -3.948  -0.061
C 0.347 -3.649 -4.151  -0.067
C -0.346 -2.875 -3.233  -0.085
C -2.288 -1.775 -1.105  -0.355
C -2.640 -3.125 -1.087  -0.088
C -3.963 -3.491 -1.251  -0.050
C -4.933 -2.514 -1.443  -0.055
C -4.585 -1.172 -1.470  -0.057
C -3.261 -0.799 -1.297  -0.078
C -1.475 2.601 -2.686  -0.363
C -2.264 2.870 -1.568  -0.105
C -3.182 3.908 -1.609  -0.050
C -3.297 4.682 -2.754  -0.048
C -2.494 4.430 -3.861  -0.053
C -1.578 3.394 -3.831  -0.077
C 0.067 0.566 -4.133  -0.339
C 1.312 -0.014 -4.382  -0.086
C 1.532 -0.686 -5.570  -0.058
C 0.509 -0.797 -6.504  -0.053
C -0.738 -0.246 -6.246  -0.055
C -0.965 0.439 -5.062  -0.079
H 2.182 -2.300 -1.032  0.065
H 3.393 -3.667 -2.667  0.112
H 2.225 -4.548 -4.662  0.114
H -0.167 -4.030 -5.024  0.114
H -1.393 -2.655 -3.401  0.110
H -1.882 -3.886 -0.940  0.125
H -4.240 -4.536 -1.224  0.120
H -5.968 -2.805 -1.570  0.117
H -5.344 -0.415 -1.623  0.113
H -2.984 0.245 -1.318  0.076
H -2.141 2.277 -0.669  0.081
H -3.798 4.117 -0.745  0.115
H -4.012 5.493 -2.785  0.115
H -2.580 5.047 -4.745  0.115
H -0.946 3.207 -4.690  0.114
H 2.105 0.039 -3.644  0.078
H 2.500 -1.129 -5.766  0.118
H 0.684 -1.321 -7.434  0.116
H -1.536 -0.342 -6.971  0.114
H -1.938 0.873 -4.868  0.110
S 1.784 0.255 3.597  -0.077
Sb 1.118 2.371 4.752  0.543
S 1.091 3.298 -0.351  0.179
S 1.947 1.754 2.165  -0.113
S -1.076 2.320 4.954  -0.156
N 7.236 -3.345 -1.130  0.168
C 6.389 -2.590 -0.949  -0.180
C 5.309 -1.670 -0.720  -0.235
C 4.625 -1.677 0.493  -0.017
C 3.549 -0.827 0.677  -0.179
C 3.102 0.045 -0.329  -0.326
C 3.863 0.081 -1.504  -0.144
C 4.940 -0.766 -1.710  -0.032
H 4.935 -2.347 1.284  0.127
H 3.051 -0.853 1.636  -0.001
H 3.636 0.785 -2.293  0.035
H 5.500 -0.728 -2.635  0.124
C -2.026 0.529 2.166  -0.245
Ge -1.479 -1.310 2.418  0.790
C -0.668 -1.815 4.104  -0.369
C -1.287 -1.336 5.255  -0.130
C -0.800 -1.680 6.509  -0.071
C 0.309 -2.505 6.618  -0.072
C 0.930 -2.990 5.474  -0.076
C 0.442 -2.646 4.223  -0.184
C -2.963 -2.517 2.067  -0.242
C -4.204 -1.936 2.001  -0.103
C -5.383 -2.717 1.997  -0.069
C -5.297 -4.075 2.051  -0.024
C -4.035 -4.722 2.095  -0.168
C -3.935 -6.134 2.113  -0.027
C -2.716 -6.749 2.134  -0.067
C -1.538 -5.974 2.140  -0.059
C -1.608 -4.610 2.128  -0.050
C -2.855 -3.940 2.108  -0.186
H -2.749 0.841 2.919  0.015
H -2.463 0.634 1.171  0.005
H -1.160 1.186 2.260  -0.030
H -2.146 -0.677 5.188  0.089
H -1.283 -1.297 7.398  0.110
H 0.691 -2.773 7.595  0.108
H 1.795 -3.634 5.556  0.109
H 0.952 -3.017 3.340  0.079
H -4.304 -0.858 1.970  0.095
H -6.347 -2.228 1.960  0.110
H -6.193 -4.685 2.056  0.119
H -4.847 -6.719 2.108  0.116
H -2.650 -7.829 2.148  0.108
H -0.573 -6.466 2.157  0.109
H -0.692 -4.031 2.127  0.062

## Properties
**Orbital gap (spin up / spin down)**: 6.21 / 6.50 eV
**2S+1**: 2
**Energy above the lowest of the compared OMol25 structures with the same formula, charge and spin**: 32.6 kcal/mol
**Charge**: +1

***

# C49H41Br3N8O16

A structure of composition C49H41Br3N8O16 (the ωB97M-V functional and the def2-TZVPD basis, the OMol25 dataset).

Last column: Löwdin charge in e.
Geometry (Å):
C -0.811 -0.931 -2.030  -1.564
Br -1.932 -2.071 -0.904  0.541
Br -0.012 0.585 -1.061  0.517
Br -1.807 -0.146 -3.521  0.529
H 0.032 -1.543 -2.349  -0.023
C 2.242 -9.840 -3.049  -0.079
C 2.478 -10.818 -4.040  -0.049
C 2.402 -10.397 -5.362  -0.016
C 2.191 -9.075 -5.717  -0.132
C 2.088 -8.150 -4.650  -0.002
C 1.930 -8.546 -3.354  -0.084
N 2.317 -8.634 -7.101  -0.351
O 2.545 -7.482 -7.280  0.104
O 2.256 -9.492 -8.015  0.052
H 2.273 -10.142 -2.012  0.105
H 2.782 -11.799 -3.706  0.106
H 2.457 -11.210 -6.071  0.117
H 2.003 -7.112 -4.935  0.116
H 1.614 -7.905 -2.544  0.114
C 1.900 8.904 -3.432  -0.091
C 2.737 9.992 -3.770  -0.048
C 4.110 9.808 -3.775  0.000
C 4.617 8.552 -3.397  -0.145
C 3.723 7.528 -3.143  0.000
C 2.342 7.659 -3.211  -0.075
N 6.061 8.414 -3.324  -0.371
O 6.782 9.325 -3.714  0.067
O 6.500 7.427 -2.837  0.101
H 0.822 8.977 -3.424  0.108
H 2.339 10.995 -3.818  0.105
H 4.779 10.580 -4.126  0.116
H 4.268 6.677 -2.761  0.117
H 1.693 6.797 -3.172  0.116
C -2.077 0.752 5.940  -0.077
C -3.054 1.502 5.265  -0.047
C -4.219 1.866 5.995  -0.001
C -4.397 1.517 7.330  -0.142
C -3.417 0.790 7.984  -0.005
C -2.275 0.376 7.269  -0.064
N -5.632 1.979 8.033  -0.326
O -5.673 1.745 9.246  0.053
O -6.475 2.698 7.509  0.073
H -1.230 0.452 5.341  0.102
H -2.946 1.806 4.235  0.103
H -5.019 2.343 5.447  0.114
H -3.473 0.504 9.024  0.116
H -1.509 -0.210 7.755  0.102
C -1.865 -6.306 7.229  -0.085
C -2.880 -6.484 6.283  -0.045
C -4.122 -7.083 6.687  0.024
C -4.339 -7.386 8.058  -0.133
C -3.312 -7.197 8.930  -0.021
C -2.135 -6.601 8.525  -0.087
N -5.623 -7.989 8.515  -0.359
O -5.704 -8.524 9.577  0.091
O -6.620 -7.944 7.806  0.064
H -0.917 -5.916 6.889  0.109
H -2.800 -6.229 5.236  0.100
H -4.896 -7.331 5.975  0.109
H -3.444 -7.516 9.954  0.122
H -1.313 -6.510 9.219  0.111
C -9.904 -0.643 -3.956  -0.090
C -9.259 0.397 -4.647  -0.071
C -9.795 1.666 -4.563  -0.007
C -11.015 1.961 -3.845  -0.113
C -11.626 0.888 -3.189  0.006
C -11.075 -0.466 -3.212  -0.044
N -11.572 3.346 -3.727  -0.352
O -10.816 4.264 -3.926  0.084
O -12.788 3.475 -3.570  0.068
H -9.565 -1.668 -3.939  0.099
H -8.352 0.120 -5.163  0.106
H -9.429 2.511 -5.128  0.108
H -12.544 0.904 -2.620  0.107
H -11.608 -1.271 -2.728  0.099
C 12.235 1.672 -0.843  -0.062
C 11.248 1.482 0.113  -0.086
C 9.949 1.340 -0.292  -0.009
C 9.651 1.245 -1.682  -0.106
C 10.628 1.316 -2.670  -0.012
C 11.895 1.630 -2.217  -0.067
N 8.202 0.973 -2.076  -0.330
O 8.001 0.305 -3.111  0.047
O 7.295 1.316 -1.346  0.075
H 13.240 1.922 -0.539  0.104
H 11.533 1.440 1.154  0.108
H 9.130 1.237 0.404  0.114
H 10.399 1.175 -3.716  0.121
H 12.719 1.687 -2.913  0.104
C 9.429 -3.728 3.603  -0.066
C 8.340 -3.379 4.419  -0.058
C 7.105 -3.195 3.828  -0.011
C 6.908 -3.579 2.512  -0.142
C 7.995 -3.981 1.770  -0.025
C 9.264 -4.012 2.259  -0.070
N 5.581 -3.505 1.867  -0.305
O 4.572 -3.377 2.607  0.045
O 5.476 -3.492 0.631  0.065
H 10.404 -3.724 4.068  0.104
H 8.471 -3.176 5.472  0.107
H 6.338 -2.709 4.412  0.120
H 7.857 -4.185 0.719  0.122
H 10.151 -4.173 1.665  0.113
C -5.567 8.757 -4.818  -0.062
C -5.888 9.532 -3.691  -0.073
C -6.257 8.841 -2.590  -0.007
C -6.056 7.422 -2.528  -0.100
C -5.540 6.734 -3.635  -0.020
C -5.276 7.405 -4.767  -0.085
N -6.463 6.684 -1.324  -0.378
O -7.203 7.179 -0.521  0.083
O -6.121 5.539 -1.159  0.073
H -5.464 9.368 -5.703  0.104
H -6.150 10.577 -3.761  0.112
H -6.805 9.331 -1.799  0.118
H -5.335 5.674 -3.591  0.122
H -4.898 6.915 -5.652  0.114

## Properties
**Orbital gap**: 9.11 eV
**2S+1**: 1
**Energy above the lowest of the compared OMol25 structures with the same formula, charge and spin**: 45.9 kcal/mol
**Charge**: 0

***

# C49H41Cl2NO8P

A cluster of 4 separate species, C49H41Cl2NO8P in total (the ωB97M-V functional and the def2-TZVPD basis, the OMol25 dataset).

Last column: Löwdin charge in e.
Geometry (Å):
C -4.720 -2.825 2.630  -0.055
C -4.476 -1.346 2.947  -0.365
C -4.026 -0.558 1.705  -0.042
C -3.664 -1.072 4.213  -0.136
N -2.286 -1.640 4.390  -0.382
O -2.276 -3.054 4.461  -0.014
C -1.246 -1.220 3.383  -0.173
C -1.138 -2.074 2.115  -0.233
C 0.285 -2.568 1.874  -0.557
Cl 1.245 -1.344 1.008  0.619
P -1.453 -1.169 6.100  0.695
O -2.661 -1.457 7.113  -0.305
Cl -1.598 0.832 5.940  0.395
H -5.244 -2.900 1.678  0.096
H -3.805 -3.406 2.540  0.060
H -5.368 -3.295 3.375  0.089
H -5.456 -0.943 3.219  0.137
H -3.559 -1.215 0.972  0.076
H -4.902 -0.131 1.217  0.072
H -3.333 0.250 1.940  0.081
H -4.234 -1.417 5.080  0.127
H -3.539 0.001 4.337  0.100
H -3.162 -3.329 4.747  0.118
H -0.291 -1.260 3.916  0.089
H -1.455 -0.178 3.164  0.115
H -1.821 -2.918 2.119  0.101
H -1.414 -1.449 1.269  0.090
H 0.808 -2.789 2.802  0.077
H 0.274 -3.461 1.256  0.077
H -3.172 -2.271 6.980  0.080
C 6.091 1.578 -6.743  -0.047
C 7.018 0.644 -6.294  -0.044
C 6.624 -0.369 -5.436  -0.008
C 5.302 -0.444 -5.015  -0.095
C 4.374 0.506 -5.452  -0.083
C 4.773 1.511 -6.324  0.002
C 2.962 0.479 -4.979  -0.277
O 2.148 1.294 -5.355  0.110
C 2.582 -0.582 -3.996  -0.081
C 1.289 -0.592 -3.484  -0.001
C 0.920 -1.557 -2.565  -0.084
C 1.834 -2.526 -2.160  -0.097
C 3.118 -2.527 -2.673  0.000
C 3.498 -1.549 -3.586  -0.095
C 4.903 -1.544 -4.093  -0.298
O 5.694 -2.390 -3.737  0.112
H 6.401 2.365 -7.418  0.110
H 8.049 0.708 -6.612  0.113
H 7.332 -1.104 -5.078  0.126
H 4.042 2.234 -6.659  0.122
H 0.592 0.168 -3.811  0.121
H -0.084 -1.555 -2.158  0.099
H 1.543 -3.284 -1.445  0.092
H 3.843 -3.270 -2.373  0.123
C -8.296 3.038 -2.250  -0.052
C -9.606 3.488 -2.372  -0.046
C -10.578 3.053 -1.487  0.006
C -10.244 2.159 -0.478  -0.080
C -8.932 1.695 -0.362  -0.086
C -7.960 2.145 -1.248  -0.004
C -8.553 0.715 0.691  -0.270
O -7.406 0.324 0.802  0.074
C -9.624 0.224 1.603  -0.084
C -9.314 -0.732 2.563  -0.013
C -10.292 -1.194 3.426  -0.060
C -11.589 -0.697 3.339  -0.049
C -11.906 0.253 2.384  0.007
C -10.929 0.711 1.510  -0.076
C -11.306 1.717 0.471  -0.275
O -12.433 2.152 0.404  0.121
H -7.539 3.385 -2.940  0.110
H -9.868 4.181 -3.160  0.112
H -11.600 3.397 -1.564  0.124
H -6.946 1.783 -1.144  0.116
H -8.301 -1.109 2.616  0.104
H -10.051 -1.943 4.168  0.105
H -12.352 -1.056 4.017  0.111
H -12.909 0.647 2.299  0.125
C 5.647 0.371 0.211  -0.053
C 5.762 0.400 -1.174  -0.044
C 6.968 0.726 -1.769  0.012
C 8.068 1.031 -0.979  -0.074
C 7.951 1.018 0.412  -0.080
C 6.740 0.682 1.003  -0.003
C 9.108 1.373 1.286  -0.277
O 9.007 1.353 2.494  0.106
C 10.385 1.757 0.620  -0.083
C 11.466 2.134 1.407  -0.001
C 12.666 2.484 0.811  -0.054
C 12.794 2.454 -0.573  -0.053
C 11.720 2.081 -1.363  0.000
C 10.511 1.737 -0.771  -0.083
C 9.363 1.361 -1.645  -0.274
O 9.471 1.324 -2.851  0.107
H 4.703 0.106 0.671  0.098
H 4.905 0.167 -1.794  0.097
H 7.072 0.746 -2.846  0.108
H 6.672 0.669 2.082  0.119
H 11.351 2.148 2.482  0.121
H 13.506 2.781 1.426  0.109
H 13.735 2.723 -1.035  0.109
H 11.802 2.055 -2.441  0.121

## Properties
**Orbital gap**: 7.53 eV
**2S+1**: 1
**Charge**: +1

***

# C49H41FeN11O

A structure of composition C49H41FeN11O (the ωB97M-V functional and the def2-TZVPD basis, the OMol25 dataset).

Last column: Löwdin charge in e.
Geometry (Å):
Fe -0.740 -1.096 -0.391  0.939
C -0.742 -7.105 -4.009  -0.034
C -1.236 -5.942 -3.216  -0.251
C -2.230 -5.099 -3.711  -0.015
C -2.633 -3.995 -2.998  -0.003
C -2.056 -3.659 -1.757  -0.246
N -2.502 -2.539 -1.087  0.108
C -3.840 -2.475 -0.893  -0.207
C -4.595 -3.671 -0.754  0.014
C -5.940 -3.674 -0.498  -0.014
C -6.641 -2.476 -0.347  -0.240
C -8.098 -2.452 -0.031  -0.027
C -5.923 -1.295 -0.463  0.036
C -4.564 -1.263 -0.753  -0.090
N -3.982 0.000 -0.909  -0.084
C -4.667 1.109 -1.284  -0.045
C -3.874 2.194 -1.011  -0.016
C -2.705 1.646 -0.471  -0.110
N -2.767 0.324 -0.439  0.059
C -1.076 -4.535 -1.245  -0.123
C -0.688 -5.651 -1.973  0.037
N -0.509 -4.351 0.031  -0.083
C -0.280 -5.313 0.949  -0.034
C 0.421 -4.738 1.984  -0.017
C 0.585 -3.406 1.603  -0.134
N 0.005 -3.183 0.431  0.011
H -1.478 -7.423 -4.741  0.084
H 0.159 -6.811 -4.550  0.096
H -0.486 -7.944 -3.367  0.086
H -2.688 -5.310 -4.666  0.123
H -3.403 -3.347 -3.392  0.129
H -4.067 -4.611 -0.822  0.125
H -6.454 -4.617 -0.387  0.125
H -8.632 -3.222 -0.582  0.090
H -8.249 -2.642 1.032  0.099
H -8.531 -1.485 -0.274  0.085
H -6.435 -0.360 -0.295  0.121
H -5.630 1.056 -1.751  0.129
H -4.095 3.230 -1.157  0.105
H -1.855 2.172 -0.093  0.097
H 0.058 -6.310 -1.550  0.129
H -0.642 -6.312 0.830  0.130
H 0.756 -5.195 2.890  0.105
H 1.102 -2.614 2.108  0.124
N 1.888 5.655 7.282  0.174
C 1.674 4.925 6.425  -0.187
C 1.374 4.023 5.373  -0.227
C 0.075 3.972 4.864  -0.004
C -0.228 3.080 3.854  -0.010
C 0.751 2.237 3.327  -0.203
C 2.048 2.312 3.825  -0.002
C 2.362 3.195 4.842  -0.006
C 0.359 1.274 2.264  -0.039
C -0.348 0.137 2.665  -0.252
C -0.654 -0.214 4.014  -0.007
C -1.438 -1.338 3.965  -0.061
C -1.599 -1.639 2.598  -0.177
N -0.947 -0.785 1.824  -0.008
C 0.582 1.661 0.937  -0.259
C 1.025 2.944 0.508  -0.021
C 0.878 2.977 -0.860  -0.077
C 0.360 1.722 -1.222  -0.224
N 0.213 0.930 -0.166  -0.025
H -0.683 4.627 5.270  0.125
H -1.232 3.035 3.459  0.129
H 2.816 1.668 3.423  0.125
H 3.369 3.248 5.231  0.125
H -0.323 0.324 4.879  0.113
H -1.860 -1.887 4.783  0.096
H -2.188 -2.438 2.176  0.105
H 1.350 3.733 1.158  0.106
H 1.104 3.788 -1.524  0.096
H 0.050 1.396 -2.202  0.114
C 2.821 7.594 -1.525  -0.047
C 3.646 6.347 -1.526  -0.278
C 4.746 6.191 -2.362  -0.034
C 5.508 5.040 -2.323  -0.013
C 5.175 4.000 -1.456  -0.246
N 6.003 2.868 -1.406  0.133
C 5.713 1.549 -1.182  -0.513
O 6.587 0.750 -0.938  0.078
N 4.375 1.219 -1.319  0.149
C 3.826 -0.046 -1.197  -0.185
C 4.482 -1.122 -0.596  0.021
C 3.821 -2.335 -0.539  -0.041
C 2.516 -2.427 -0.998  -0.175
N 1.853 -1.393 -1.513  0.043
C 2.526 -0.262 -1.665  -0.101
C 4.074 4.148 -0.615  -0.038
C 3.330 5.310 -0.656  -0.056
H 3.230 8.340 -2.199  0.077
H 2.782 8.014 -0.521  0.085
H 1.798 7.374 -1.830  0.082
H 5.013 6.982 -3.047  0.114
H 6.372 4.940 -2.965  0.116
H 6.994 3.040 -1.509  0.159
H 3.761 1.942 -1.673  0.130
H 5.485 -1.003 -0.222  0.108
H 4.311 -3.199 -0.119  0.109
H 1.991 -3.370 -0.980  0.087
H 2.021 0.534 -2.191  0.090
H 3.822 3.375 0.097  0.107
H 2.490 5.429 0.012  0.106

## Properties
**Orbital gap (spin up / spin down)**: 6.89 / 4.82 eV
**2S+1**: 6
**Energy above the lowest of the compared OMol25 structures with the same formula, charge and spin**: 17.8 kcal/mol
**Charge**: +1

***

| no. | molar mass (g/mol) | electronic energy (Eh) |
| --- | --- | --- |
| 1 | 1188.58 | -7415.0588 |
| 2 | 1237.62 | -11254.8452 |
| 3 | 873.75 | -3810.0604 |
| 4 | 855.79 | -3832.9228 |